[1]
Entry from OMol25: a structure of composition C31H22BrF3IrN5O2S2 (ωB97M-V with the def2-TZVPD basis set).

XYZ file:
```
67
Properties=species:S:1:pos:R:3:forces:R:3
Ir 0.70703 0.31735 -0.89399 0.1 -0.1 -0.7
O -2.75412 0.92933 6.53371 0.0 0.0 0.0
C -3.00171 0.78274 5.23056 0.0 -0.1 0.0
O -4.12277 0.73808 4.81185 0.0 0.0 0.0
C -1.83992 0.64387 4.27924 0.0 0.0 0.0
C -0.49223 0.54963 4.64945 0.0 0.0 0.0
C 0.49964 0.41287 3.71166 0.0 0.0 0.0
C 0.17132 0.36531 2.30746 0.0 0.0 -0.1
C -1.21922 0.45864 1.96469 0.0 0.0 0.0
C -2.18368 0.59219 2.90715 0.0 0.0 0.0
N 1.02811 0.24184 1.30560 0.2 -0.1 0.6
C 2.40590 0.12583 1.61342 -0.1 0.1 -0.2
C 3.33411 0.15500 0.58097 0.0 0.0 0.0
C 4.72610 0.04722 0.82548 0.0 0.0 -0.1
C 5.60417 0.08287 -0.22888 0.0 0.0 0.0
C 5.10102 0.22100 -1.52272 -0.1 0.0 0.0
C 3.72694 0.31508 -1.70044 0.1 0.0 0.0
N 2.85910 0.28798 -0.69793 -0.1 0.0 0.2
H -1.81394 0.97384 6.73955 0.0 0.0 0.0
H -0.19156 0.56929 5.68955 0.0 0.0 0.0
H 1.51819 0.34099 4.05618 0.0 0.0 0.0
H -1.44462 0.42373 0.90865 0.0 0.0 0.0
H -3.23176 0.66519 2.64994 0.0 0.0 0.0
H 2.74848 0.00865 2.62814 0.0 0.0 0.0
H 5.07521 -0.05976 1.84293 0.0 0.0 0.0
H 6.66902 0.00375 -0.05953 0.0 0.0 0.0
H 5.75408 0.25222 -2.38239 0.0 0.0 0.0
H 3.30713 0.41732 -2.69520 0.0 0.0 0.0
S 0.60116 0.61831 -3.56619 0.0 0.1 -0.2
C -1.01453 0.51601 -3.21087 -0.1 0.0 0.3
N -1.40838 0.27215 -1.93673 0.2 0.0 0.0
C -2.74912 0.11601 -1.86910 -0.1 0.0 0.1
C -3.51222 -0.24086 -0.72950 0.0 0.0 0.0
C -4.86763 -0.34215 -0.84722 0.0 0.0 0.0
C -5.52184 -0.10249 -2.08153 0.0 0.0 0.0
C -4.81619 0.21623 -3.21429 0.1 0.0 0.0
C -3.42733 0.31408 -3.10983 0.0 0.0 0.0
S -2.30420 0.64812 -4.35470 0.0 0.0 -0.1
H -3.02975 -0.46280 0.20937 0.0 0.0 0.0
H -5.46389 -0.61999 0.01073 0.0 0.0 0.0
H -6.59856 -0.18934 -2.12963 0.0 0.0 0.0
H -5.31748 0.37865 -4.15784 0.0 0.0 0.0
Br 0.52049 7.04413 -0.65750 0.0 0.0 0.0
C 0.57843 5.18136 -0.72440 0.0 -0.1 0.0
C -0.44208 4.42201 -0.16709 0.0 0.0 0.0
C -0.35745 3.04725 -0.23765 0.0 0.1 0.0
N 0.66758 2.40499 -0.81863 -0.1 -0.1 0.0
C 1.64093 3.14946 -1.36317 0.0 0.0 0.0
C 1.63889 4.52801 -1.33711 0.0 0.0 0.0
H -1.29091 4.88739 0.31179 0.0 0.0 0.0
H -1.14025 2.42906 0.17491 0.0 0.0 0.0
H 2.44537 2.60809 -1.83773 0.0 0.0 0.0
H 2.44961 5.07811 -1.79151 0.0 0.0 0.0
F 0.33619 -6.42997 -2.43483 0.0 0.0 0.0
C 0.68939 -6.03716 -1.20644 0.0 0.0 0.0
F 1.91522 -6.50799 -0.95759 0.0 0.0 0.0
F -0.15688 -6.57835 -0.32998 0.0 0.0 0.0
C 0.68306 -4.52468 -1.12383 0.0 0.0 0.0
C 1.49941 -3.79803 -1.97544 0.0 0.0 0.0
C 1.48749 -2.42155 -1.88987 0.0 0.0 0.0
N 0.71825 -1.76142 -1.01322 -0.1 0.1 0.1
C -0.07017 -2.47044 -0.19468 0.0 -0.1 0.0
C -0.11815 -3.85204 -0.21878 0.0 0.1 0.0
H 2.13688 -4.28730 -2.69869 0.0 0.0 0.0
H 2.10023 -1.81094 -2.53703 0.0 0.0 0.0
H -0.67367 -1.90148 0.49874 0.0 0.0 0.0
H -0.76789 -4.38248 0.46198 0.0 0.0 0.0
```
Forces are in eV/Å.

Summary:
LUMO energy (spin up / spin down) (eV): -5.3 / -8.7
Spin multiplicity: 5
Orbital gap (spin up / spin down) (eV): 7.0 / 5.4
HOMO level (spin up / spin down) (eV): -12.250 / -14.087
Energy above the lowest of the compared OMol25 structures with the same formula, charge and spin (kcal/mol): 14.26
Expectation value of S²: 6.11
Charge: +2

Population analysis type Mulliken, resulting atomic charges in e: 1.91, -0.46, 0.54, -0.50, 0.93, -1.16, -1.74, 1.10, 2.13, -0.57, 0.02, -0.72, 0.61, -1.18, -0.55, -1.02, 0.04, 0.17, 0.28, 0.24, 0.35, -1.80, 0.66, 0.31, 0.52, 0.46, 0.48, 0.50, -0.30, 0.32, -0.03, -0.52, 0.04, -0.90, -0.54, -0.69, 0.92, -0.15, 0.42, 0.46, 0.43, 0.44, -0.06, 0.20, -0.95, 0.23, -0.04, 0.06, -0.81, 0.49, 0.30, 0.38, 0.47, -0.23, 0.68, -0.23, -0.27, 0.45, -1.23, 0.08, -0.03, 0.17, -0.92, 0.47, 0.48, 0.31, 0.56

***

[2]
Entry from OMol25: a structure of composition C31H22F3N3O4PSW (ωB97M-V with the def2-TZVPD basis set).

XYZ file:
```
66
Properties=species:S:1:pos:R:3:forces:R:3
W 9.70993 11.95346 6.94274 -0.7 0.2 -0.3
C 15.78374 12.53239 5.64406 0.4 -0.6 -1.9
C 15.85810 12.47410 6.99801 -0.2 0.4 1.7
C 14.72447 12.28957 7.77830 -1.1 0.0 -0.9
C 13.51954 12.05166 7.04974 -0.2 0.3 0.9
C 13.41172 12.12222 5.65919 1.6 0.4 0.6
C 14.56515 12.41908 4.95601 1.0 -0.2 -0.3
P 11.98397 11.65459 7.91148 0.7 1.4 0.8
C 12.11388 12.63310 9.46775 -0.5 -1.3 0.7
C 11.96535 11.98296 10.73506 -0.4 -0.5 -2.2
C 11.96912 12.67725 11.88048 0.0 2.1 1.2
C 12.17906 14.07825 11.78608 -0.3 -1.2 1.5
C 12.32021 14.72004 10.60057 0.5 1.4 -0.3
C 12.23919 14.00305 9.42396 0.4 -0.2 -1.0
C 12.02857 9.91544 8.21157 -0.1 -1.8 -0.3
C 13.06388 9.18981 8.84180 -1.3 1.9 -0.2
C 13.02284 7.81506 8.86980 1.2 -0.9 1.3
C 12.06622 7.15041 8.19094 -0.2 -0.8 -0.6
C 11.08324 7.79835 7.43820 -0.6 0.3 0.0
C 10.22865 7.03369 6.59868 0.0 -0.6 -0.5
C 9.47903 7.68315 5.63527 0.7 -0.1 2.2
C 9.29719 9.06760 5.78832 0.2 0.5 -1.6
C 9.96283 9.87478 6.67327 1.1 0.1 1.1
C 10.99296 9.21120 7.46659 0.7 0.4 0.5
H 16.75200 12.52190 5.10565 -0.9 0.5 0.1
H 16.79591 12.68158 7.48221 0.3 -0.2 0.1
H 14.75222 12.38803 8.87879 -0.1 -0.3 -0.8
H 12.49636 11.95120 5.15267 -0.7 -0.1 -0.3
H 14.58825 12.49583 3.86966 -0.2 -0.1 0.2
H 11.70558 10.94774 10.78006 0.2 -0.7 -0.2
H 11.76275 12.22800 12.86093 0.2 0.1 -0.6
H 12.18838 14.61706 12.71159 0.1 0.4 0.3
H 12.55939 15.80122 10.56629 -0.4 -0.8 0.1
H 12.34191 14.51819 8.46926 0.0 -0.1 0.1
H 13.87228 9.68700 9.36763 -0.1 0.2 -0.2
H 13.77479 7.27309 9.48706 -0.6 0.4 -0.8
H 12.12433 6.08169 8.08375 -0.1 -0.4 0.3
H 10.27259 5.92064 6.71676 0.0 1.1 -0.5
H 8.98243 7.16782 4.86260 -0.6 -0.6 -0.7
H 8.71050 9.52864 5.00569 -0.3 0.2 0.1
N 6.58407 10.32666 5.98982 0.1 -1.3 0.1
C 6.42606 11.61520 6.21177 0.4 1.2 0.1
N 7.41755 12.37914 6.65176 -1.1 1.1 -0.3
C 6.85871 13.70350 6.79242 2.3 1.0 0.8
C 7.60832 14.81896 7.30838 -1.8 -1.3 0.1
C 6.91513 15.99648 7.56388 0.3 -0.2 0.3
C 5.55116 16.12944 7.30036 0.3 -0.9 -1.0
C 4.90508 15.09876 6.64802 -0.6 -0.1 -0.3
C 5.53724 13.87171 6.41610 0.5 0.8 0.5
S 4.89017 12.37318 5.87509 0.2 -0.5 -0.1
H 7.23405 9.84444 6.58659 0.3 -0.1 0.0
H 5.77042 9.78788 5.80905 -0.6 -0.4 -0.3
H 8.58301 14.64228 7.74787 0.2 0.2 -0.3
H 7.43158 16.81584 8.02504 0.2 0.2 0.2
H 4.95625 16.99601 7.51072 0.2 0.5 0.1
H 3.89670 15.28432 6.29306 -0.1 -0.3 0.2
O 10.30282 13.81025 5.68558 -0.4 -0.7 1.1
N 10.38661 13.23806 4.58146 -0.2 -0.9 -0.1
O 10.13197 11.99829 4.70672 -0.1 0.7 0.7
F 9.43504 9.61412 10.19390 0.3 -0.3 0.3
C 8.18150 10.01540 9.96135 1.1 0.8 -0.6
F 7.74397 9.25020 8.92682 -0.1 0.8 -0.1
F 7.43154 9.74295 10.99262 -0.4 0.1 0.4
C 8.25512 11.62441 9.70210 1.4 -2.7 -2.0
O 7.41449 12.28700 10.15688 -0.8 1.7 0.5
O 9.34593 11.95977 8.92066 -1.6 -0.3 -0.2
```
Forces are in eV/Å.

Summary:
LUMO energy (spin up / spin down) (eV): -4.3 / -4.1
Spin multiplicity: 3
Orbital gap (spin up / spin down) (eV): 7.0 / 7.2
HOMO level (spin up / spin down) (eV): -11.287 / -11.387
Expectation value of S²: 2.02
Charge: +1

Population analysis type Mulliken, resulting atomic charges in e: 2.03, -0.59, -0.63, -0.51, 0.91, -0.60, -0.79, 1.34, 0.39, -0.72, -0.77, -0.43, -0.78, -0.25, -0.01, -0.29, -0.86, -0.96, 1.09, -0.71, -1.27, -0.27, 0.35, 0.05, 0.34, 0.42, 0.38, 0.51, 0.41, 0.38, 0.42, 0.42, 0.40, 0.47, 0.45, 0.38, 0.41, 0.38, 0.51, 0.65, -0.22, 0.42, -0.11, -0.06, -0.33, -0.60, -0.70, -0.29, 0.29, -0.28, 0.01, 0.29, 0.18, 0.43, 0.42, 0.38, -0.44, 0.17, -0.43, -0.22, 0.75, -0.27, -0.25, 0.19, -0.46, -0.51

***

[3]
Entry from OMol25: a structure of composition C31H23Cl2F2N3O3Pd (ωB97M-V with the def2-TZVPD basis set).

XYZ file:
```
65
Properties=species:S:1:pos:R:3:forces:R:3
Pd -1.91987 0.77314 0.28572 0.1 0.1 0.1
F -2.02212 -3.08610 4.01801 0.0 0.0 0.0
C -2.67219 -2.41793 3.04586 0.0 0.0 0.0
C -2.02517 -1.37464 2.41134 0.0 0.0 0.0
C -2.67148 -0.66686 1.40690 0.0 -0.1 0.0
C -3.96167 -1.09276 1.00757 0.0 0.0 0.0
C -4.56507 -2.13792 1.69348 0.0 0.0 0.0
F -5.80344 -2.55248 1.34538 0.0 0.0 0.0
C -3.95338 -2.81565 2.72741 0.0 0.0 0.0
C -4.49545 -0.44844 -0.19666 0.0 0.0 0.0
C -5.73518 -0.64886 -0.79749 0.0 0.0 0.0
C -6.03515 0.02221 -1.96969 0.0 0.0 0.0
C -5.10775 0.88645 -2.52976 0.0 0.0 0.0
C -3.90033 1.05653 -1.88152 0.0 0.0 0.0
N -3.61212 0.40570 -0.75600 0.0 -0.1 0.0
H -0.99800 -1.17972 2.68951 0.0 0.0 0.0
H -4.44566 -3.63030 3.23681 0.0 0.0 0.0
H -6.44820 -1.32131 -0.35165 0.0 0.0 0.0
H -6.99592 -0.13081 -2.44379 0.0 0.0 0.0
H -5.30933 1.42462 -3.44427 0.0 0.0 0.0
H -3.13285 1.72929 -2.24179 0.0 0.0 0.0
O -1.13371 2.14533 -1.08104 0.0 0.1 0.0
C -0.00112 2.80132 -0.60631 0.1 0.0 0.0
C 0.25328 2.57619 0.85880 0.0 0.1 0.0
C 1.14604 3.38458 1.55686 0.0 0.0 0.0
C 1.34321 3.18104 2.90397 0.0 0.0 0.0
C 0.63022 2.17007 3.53720 0.0 0.0 0.0
C -0.23721 1.40917 2.78913 0.0 0.0 0.0
N -0.41762 1.58979 1.47166 -0.1 0.0 0.0
H -0.65722 1.40134 -2.17020 0.0 0.0 -0.1
H -0.06982 3.88583 -0.76863 0.0 0.0 0.0
H 0.90730 2.46779 -1.13706 0.0 0.0 0.0
H 1.66485 4.16959 1.02350 0.0 0.0 0.0
H 2.03114 3.80424 3.46055 0.0 0.0 0.0
H 0.73413 1.97694 4.59520 0.0 0.0 0.0
H -0.83922 0.64305 3.25194 0.0 0.0 0.0
Cl 1.17707 -2.83969 1.24543 0.0 0.0 0.0
C 2.15874 -1.46477 1.64129 0.0 0.0 0.0
C 2.51675 -1.26365 2.96220 0.0 0.0 0.0
C 3.31615 -0.18338 3.29774 0.0 0.0 0.0
C 3.70486 0.71233 2.31656 0.0 0.0 0.0
C 3.30507 0.52137 1.00435 0.0 0.0 0.0
Cl 3.70147 1.74978 -0.15391 0.0 0.0 0.0
C 2.55910 -0.60011 0.61095 0.0 0.0 0.1
N 2.15700 -0.82881 -0.69568 -0.1 0.0 -0.1
C 3.00832 -0.91862 -1.80482 0.0 0.0 0.0
C 4.39337 -0.93360 -1.63989 0.0 0.0 0.0
C 5.24496 -0.96942 -2.72842 0.0 0.0 0.0
C 4.72642 -1.00379 -4.01257 0.0 0.0 0.0
C 3.35128 -1.03032 -4.17614 0.0 0.0 0.0
C 2.46952 -1.00161 -3.09996 0.0 0.0 -0.1
C 0.99137 -1.17657 -3.40862 0.1 0.0 0.1
C 0.02256 -0.37180 -2.56504 0.0 0.1 -0.1
O -0.55176 -0.87306 -1.61053 -0.1 -0.1 0.0
O -0.12857 0.87030 -2.93872 0.0 0.0 0.0
H 2.18385 -1.96941 3.71064 0.0 0.0 0.0
H 3.61994 -0.03044 4.32439 0.0 0.0 0.0
H 4.29755 1.58359 2.55958 0.0 0.0 0.0
H 1.24154 -1.25043 -0.79277 0.0 0.0 0.0
H 4.80504 -0.91626 -0.63909 0.0 0.0 0.0
H 6.31513 -0.97048 -2.56655 0.0 0.0 0.0
H 5.37905 -1.02394 -4.87481 0.0 0.0 0.0
H 2.93626 -1.08271 -5.17602 0.0 0.0 0.0
H 0.71674 -2.22641 -3.27809 0.0 0.0 0.0
H 0.83730 -0.90857 -4.45249 0.0 0.0 0.0
```
Forces are in eV/Å.

Summary:
LUMO energy (eV): 0.1
Orbital gap (eV): 7.8
HOMO level (eV): -7.715
Energy above the lowest of the compared OMol25 structures with the same formula, charge and spin (kcal/mol): 0.00
Charge: 0

Population analysis type Mulliken, resulting atomic charges in e: -0.12, -0.35, 0.04, 0.52, -0.44, -0.01, 0.36, -0.34, -0.85, 0.86, -0.70, -0.29, -0.93, -0.27, 0.11, 0.48, 0.51, 0.54, 0.42, 0.42, 0.53, -0.73, -0.56, 0.68, -0.92, -0.32, -1.04, -0.64, 0.41, 0.56, 0.38, 0.20, 0.45, 0.46, 0.47, 0.76, -0.16, 0.62, -0.61, -0.63, -0.84, 1.66, -0.13, -1.64, 0.28, 0.81, -0.55, -0.80, -0.87, -0.80, 0.60, -0.93, 0.49, -0.60, -0.67, 0.46, 0.44, 0.48, 0.30, 0.48, 0.39, 0.38, 0.35, 0.32, 0.50

***

no.,electronic energy (hartree)
1,-5392.5728
2,-2765.7260
3,-2833.1843